Molecular formula: C28H20N7O6RuS
Method: DFT, ωB97M-V with the def2-TZVPD basis set

Multiplicity ... 5
HOMO-LUMO gap (alpha / beta) ... 6.27 / 3.45 eV
F_max ... 2.63 eV/A
Charge ... +3
Calculated total energy ... -2405.656555 Ha

Positions of all 63 atoms, in Å:
1 Ru 0.0529 0.0194 0.1291
2 C -4.8367 -1.3049 1.5227
3 N -3.6847 -2.2029 1.3230
4 C -3.6619 -3.5277 1.6588
5 C -2.4448 -4.0112 1.3256
6 N -1.7113 -2.9673 0.7716
7 C -2.5006 -1.8569 0.8006
8 S -2.1841 -0.2382 0.3424
9 C -0.4223 -3.1550 0.1634
10 C -0.0138 -4.4604 -0.0565
11 C 1.2001 -4.7162 -0.6682
12 C 1.9765 -3.6454 -1.0718
13 C 1.5088 -2.3792 -0.8184
14 N 0.3350 -2.0998 -0.1973
15 H -5.6549 -1.9045 1.9087
16 H -5.1221 -0.8685 0.5685
17 H -4.5755 -0.5308 2.2403
18 H -4.5064 -4.0198 2.1114
19 H -2.0650 -5.0040 1.4629
20 H -0.6387 -5.2952 0.2079
21 H 1.5132 -5.7375 -0.8391
22 H 2.9224 -3.7764 -1.5770
23 H 2.0922 -1.5279 -1.1253
24 O 6.0307 1.3846 4.7128
25 N 5.0413 0.7009 4.7178
26 O 4.6719 -0.0350 5.6086
27 C 4.2131 0.7137 3.4858
28 C 4.8500 1.0180 2.3412
29 C 4.1438 0.9833 1.0931
30 C 4.7386 1.3466 -0.1279
31 C 3.9846 1.3375 -1.2796
32 C 2.6534 0.9404 -1.2066
33 N 2.0838 0.5555 -0.0649
34 C 2.8050 0.6000 1.0859
35 C 2.1256 0.3187 2.3203
36 N 0.7967 0.0492 2.2384
37 C 0.1061 -0.1236 3.3543
38 C 0.6950 -0.0402 4.6136
39 C 2.0412 0.2103 4.7150
40 C 2.8057 0.3902 3.5396
41 H 5.8974 1.2890 2.3705
42 H 5.7790 1.6461 -0.1494
43 H 4.4005 1.6341 -2.2317
44 H 2.0309 0.9304 -2.0950
45 H -0.9537 -0.3207 3.2473
46 H 0.0891 -0.1676 5.4990
47 H 2.5133 0.2759 5.6827
48 O 1.0152 2.9084 1.2125
49 C 0.1059 2.9579 0.4298
50 O -0.5003 1.8438 -0.0543
51 C -0.4898 4.2241 -0.0804
52 C 0.1935 5.4068 0.1990
53 C -0.3151 6.6200 -0.2162
54 C -1.5247 6.6114 -0.9009
55 C -2.2289 5.4578 -1.1927
56 C -1.6981 4.2520 -0.7810
57 N -2.1039 7.8887 -1.3514
58 O -1.4585 8.9044 -1.0674
59 O -3.1227 7.8943 -1.9827
60 H 1.1218 5.3629 0.7509
61 H 0.2003 7.5486 -0.0145
62 H -3.1603 5.5229 -1.7368
63 H -2.2246 3.3363 -1.0105

Atoms 1-2, force components in eV/Å:
Ru 0.18 1.40 -0.26
C -0.01 0.00 -0.01

***

Molecular formula: C5H6N2S
Method: DFT, ωB97M-V with the def2-TZVPD basis set

HOMO-LUMO gap ... 8.65 eV
F_max ... 8.35 eV/A
Calculated total energy ... -701.689429 Ha

Positions of all 14 atoms, in Å:
1 C 1.0901 1.3359 0.7732
2 C 1.1280 -0.1184 0.3219
3 C 1.0218 -0.0127 -1.3071
4 C -0.4485 -0.5226 -0.9226
5 C -1.2297 -1.5970 -1.6029
6 H 1.9128 1.9656 0.7073
7 H 1.9762 -0.6802 0.8819
8 H 1.6667 -0.7190 -1.8026
9 H 1.0403 0.9779 -1.6282
10 H -1.1050 0.4440 -0.7347
11 H -0.6743 -0.6124 0.9726
12 N 0.0416 -1.0603 0.3756
13 N -1.8287 -2.6743 -1.7087
14 S -0.1048 1.8909 1.7100

Atoms 1-2, force components in eV/Å:
C -2.56 -2.19 2.23
C 3.61 -0.01 -0.75

***

Molecular formula: C10H20AsF6O5PS4W
Method: DFT, ωB97M-V with the def2-TZVPD basis set

Multiplicity ... 2
HOMO-LUMO gap (alpha / beta) ... 5.98 / 6.08 eV
F_max ... 0.77 eV/A
Charge ... +1
Calculated total energy ... -5605.351960 Ha

Positions of all 48 atoms, in Å:
1 W -0.5202 0.4585 -0.8374
2 C 2.6033 0.7819 -0.8293
3 C 2.0916 1.8935 0.0480
4 O 0.8638 1.4150 0.6348
5 C 0.3235 2.1579 1.7430
6 C -1.0015 2.7018 1.2671
7 O -1.7041 1.5787 0.6490
8 C -2.4775 0.8620 1.6659
9 C -2.7532 -0.5132 1.1402
10 O -1.4714 -0.9423 0.6466
11 C -1.3185 -2.3713 0.4128
12 C -1.0152 -2.6063 -1.0568
13 O -0.1195 -1.5714 -1.5485
14 C 1.2170 -2.0028 -1.9286
15 C 1.7955 -0.7691 -2.5627
16 O 1.4904 0.3441 -1.6816
17 H 3.3879 1.1481 -1.4905
18 H 2.9417 -0.0712 -0.2475
19 H 2.8131 2.0757 0.8435
20 H 1.8873 2.8094 -0.5081
21 H 0.2356 1.4471 2.5647
22 H 1.0108 2.9503 2.0346
23 H -1.6205 3.0945 2.0715
24 H -0.9009 3.4506 0.4875
25 H -1.8708 0.7973 2.5683
26 H -3.3861 1.4330 1.8482
27 H -3.0739 -1.1700 1.9477
28 H -3.4801 -0.5181 0.3281
29 H -0.5230 -2.7130 1.0646
30 H -2.2547 -2.8649 0.6708
31 H -0.5243 -3.5688 -1.1884
32 H -1.9005 -2.5604 -1.6876
33 H 1.7518 -2.3322 -1.0410
34 H 1.1217 -2.8068 -2.6576
35 H 2.8721 -0.8292 -2.7049
36 H 1.3084 -0.5328 -3.5080
37 S -3.8358 3.2706 -1.5605
38 As -2.5838 2.2967 -2.8607
39 S -2.3908 0.1255 -2.0043
40 S -0.4518 2.4223 -1.9229
41 S -2.4451 2.2683 -4.8851
42 F 1.1173 -1.1189 0.6981
43 P 2.0209 -1.5981 2.0662
44 F 3.2364 -1.8917 1.0415
45 F 2.8488 -2.0457 3.3188
46 F 2.5213 -0.0638 2.1955
47 F 1.4497 -3.0847 1.8120
48 F 0.7134 -1.2361 2.9426

Atoms 1-2, force components in eV/Å:
W -0.52 0.39 -0.41
C -0.04 -0.01 -0.09

***

> The lowest F_max belongs to which entry?

C10H20AsF6O5PS4W

***

> What is the formula in the second record?

C5H6N2S

***

> Which value of calculated total energy does entry 2 give?

-701.689429 Ha

***

Repeat the third record exactly.
Molecular formula: C10H20AsF6O5PS4W
Method: DFT, ωB97M-V with the def2-TZVPD basis set

Multiplicity ... 2
HOMO-LUMO gap (alpha / beta) ... 5.98 / 6.08 eV
F_max ... 0.77 eV/A
Charge ... +1
Calculated total energy ... -5605.351960 Ha

Positions of all 48 atoms, in Å:
1 W -0.5202 0.4585 -0.8374
2 C 2.6033 0.7819 -0.8293
3 C 2.0916 1.8935 0.0480
4 O 0.8638 1.4150 0.6348
5 C 0.3235 2.1579 1.7430
6 C -1.0015 2.7018 1.2671
7 O -1.7041 1.5787 0.6490
8 C -2.4775 0.8620 1.6659
9 C -2.7532 -0.5132 1.1402
10 O -1.4714 -0.9423 0.6466
11 C -1.3185 -2.3713 0.4128
12 C -1.0152 -2.6063 -1.0568
13 O -0.1195 -1.5714 -1.5485
14 C 1.2170 -2.0028 -1.9286
15 C 1.7955 -0.7691 -2.5627
16 O 1.4904 0.3441 -1.6816
17 H 3.3879 1.1481 -1.4905
18 H 2.9417 -0.0712 -0.2475
19 H 2.8131 2.0757 0.8435
20 H 1.8873 2.8094 -0.5081
21 H 0.2356 1.4471 2.5647
22 H 1.0108 2.9503 2.0346
23 H -1.6205 3.0945 2.0715
24 H -0.9009 3.4506 0.4875
25 H -1.8708 0.7973 2.5683
26 H -3.3861 1.4330 1.8482
27 H -3.0739 -1.1700 1.9477
28 H -3.4801 -0.5181 0.3281
29 H -0.5230 -2.7130 1.0646
30 H -2.2547 -2.8649 0.6708
31 H -0.5243 -3.5688 -1.1884
32 H -1.9005 -2.5604 -1.6876
33 H 1.7518 -2.3322 -1.0410
34 H 1.1217 -2.8068 -2.6576
35 H 2.8721 -0.8292 -2.7049
36 H 1.3084 -0.5328 -3.5080
37 S -3.8358 3.2706 -1.5605
38 As -2.5838 2.2967 -2.8607
39 S -2.3908 0.1255 -2.0043
40 S -0.4518 2.4223 -1.9229
41 S -2.4451 2.2683 -4.8851
42 F 1.1173 -1.1189 0.6981
43 P 2.0209 -1.5981 2.0662
44 F 3.2364 -1.8917 1.0415
45 F 2.8488 -2.0457 3.3188
46 F 2.5213 -0.0638 2.1955
47 F 1.4497 -3.0847 1.8120
48 F 0.7134 -1.2361 2.9426

Atoms 1-2, force components in eV/Å:
W -0.52 0.39 -0.41
C -0.04 -0.01 -0.09